No. 1
C25H29GeN6O5SSe4Tc | ωB97M-V/def2-TZVPD

```
72
Properties=species:S:1:pos:R:3:forces:R:3
Tc 1.0756 1.0580 0.3304 -0.2 0.1 -0.2
O 0.8599 2.4129 1.7346 -0.1 -0.2 0.1
C -0.2255 2.8168 2.3782 0.2 0.0 -0.1
C -0.0356 3.8480 3.3102 0.0 0.1 0.1
C -1.0788 4.3412 4.0615 0.0 0.0 0.0
C -2.3666 3.8279 3.9071 0.0 0.0 0.0
C -2.5682 2.8197 2.9895 0.0 0.0 0.0
C -1.5215 2.3019 2.2220 -0.1 -0.1 0.0
C -1.7957 1.2281 1.2837 0.0 0.1 -0.1
N -1.0366 0.8509 0.2665 -0.2 -0.3 0.0
C -1.7004 -0.1780 -0.3719 0.1 0.0 0.0
C -2.8531 -0.4419 0.2833 0.0 0.0 0.0
N -2.9185 0.4769 1.3101 0.0 0.0 0.1
H 0.9706 4.2301 3.4214 0.0 0.0 0.0
H -0.8927 5.1321 4.7777 0.0 0.0 0.0
H -3.1926 4.2120 4.4898 0.0 0.0 0.0
H -3.5704 2.4318 2.8494 0.0 0.0 0.0
H -1.2859 -0.6420 -1.2478 0.0 -0.1 0.0
H -3.6173 -1.1798 0.1221 0.0 0.0 0.0
H -3.4649 0.3505 2.1490 0.0 0.0 -0.1
Se 3.4341 1.0581 1.0086 0.5 0.1 0.2
Se 4.8412 -0.1797 -0.4426 -0.2 0.1 -0.5
Se 6.2700 1.2795 -1.4272 0.2 0.1 0.1
Se 3.0788 -0.4962 -3.0575 0.2 -0.1 0.4
O -1.0122 -1.2592 5.4201 0.0 0.0 0.0
S -1.3506 -1.4375 4.0382 -0.1 0.0 0.0
O -2.7457 -1.3192 3.6743 0.0 0.0 0.1
N -0.4535 -0.4966 3.0638 0.0 0.0 -0.1
C 0.2438 -1.2164 2.2211 -0.1 -0.1 0.1
O 0.9445 -0.7809 1.2668 0.2 0.2 -0.1
C 0.1716 -2.6984 2.4366 0.0 0.1 0.0
C 0.8630 -3.6999 1.7828 0.0 -0.1 0.1
C 0.6180 -5.0134 2.1674 0.0 0.0 0.0
C -0.2933 -5.3020 3.1810 0.0 0.0 0.0
C -0.9801 -4.2870 3.8396 0.0 0.0 0.0
C -0.7230 -2.9914 3.4435 0.0 -0.1 0.0
H 1.5679 -3.4547 0.9988 0.0 0.0 0.0
H 1.1456 -5.8218 1.6780 0.0 0.0 0.0
H -0.4640 -6.3319 3.4673 0.0 0.0 0.0
H -1.6804 -4.5045 4.6349 0.0 0.0 0.0
C -1.8775 3.9754 -3.1237 0.0 0.0 0.0
N -0.5317 3.5064 -2.8308 0.0 0.0 0.1
C 0.3925 3.3719 -3.8197 0.0 0.0 0.0
C 1.6561 3.0225 -3.5526 0.0 0.0 0.1
C 1.9831 2.7516 -2.1786 -0.1 0.0 0.0
N 1.0073 2.6125 -1.2432 0.0 0.0 -0.1
C -0.2297 3.1916 -1.4912 0.0 -0.2 -0.2
O -1.0615 3.4078 -0.6389 0.0 0.1 0.0
N 3.2350 2.6655 -1.8173 0.2 0.1 0.1
H -1.8554 4.5523 -4.0461 0.0 0.0 0.0
H -2.2215 4.5980 -2.3037 0.0 0.0 0.0
H -2.5696 3.1387 -3.2327 0.0 0.0 0.0
H 0.0502 3.5984 -4.8208 0.0 0.0 0.0
H 2.4137 2.9502 -4.3155 0.0 0.0 0.0
H 3.9887 2.5255 -2.4803 -0.1 -0.1 0.1
H 3.4583 2.4712 -0.8408 0.0 -0.1 -0.1
C 1.9370 -3.9927 -3.0522 0.0 0.0 0.0
Ge 0.7245 -2.5585 -2.5264 -0.1 0.0 0.1
C -0.6322 -3.3874 -1.3576 0.0 0.0 0.0
C -0.2028 -1.8215 -4.0805 0.0 0.0 -0.1
C 1.8189 -1.1457 -1.7093 0.1 0.0 0.0
H 1.4124 -4.7113 -3.6847 0.0 0.0 0.0
H 2.3051 -4.5178 -2.1687 0.0 0.0 0.0
H 2.7860 -3.5826 -3.5962 0.0 0.0 0.0
H -0.6704 -4.4564 -1.5774 0.0 0.0 0.0
H -1.6244 -2.9743 -1.5390 0.0 0.0 0.0
H -0.3980 -3.2622 -0.3016 -0.1 0.0 -0.1
H -0.6954 -2.6134 -4.6474 0.0 0.0 0.0
H 0.5163 -1.3128 -4.7220 0.0 0.0 0.0
H -0.9608 -1.0995 -3.7684 0.0 0.0 0.0
H 2.3799 -1.5418 -0.8635 -0.1 0.0 0.0
H 1.2087 -0.3056 -1.3313 -0.4 0.1 -0.1
```
Positions in Å, forces in eV/Å.

Values from the calculation:
energy above the lowest of the compared OMol25 structures with the same formula, charge and spin = 0.5 kcal per mole
expectation value of S² = 3.770
M = 1012.061 Da
largest force on an atom = 0.58 eV/Å
multiplicity = 4
net charge = -1
HOMO-LUMO gap (spin up / spin down) = 6.2 / 5.1 eV
DFT total energy = -13836.6083 Eh


No. 2
C25H29IN3O8PS6W | ωB97M-V/def2-TZVPD

```
74
Properties=species:S:1:pos:R:3:forces:R:3
W -11.1094 3.6602 -15.3180 -0.7 -0.5 0.1
C -10.3268 2.3329 -20.4420 -0.5 -0.3 -0.7
C -10.1285 2.8635 -19.0608 -2.0 0.6 -0.4
O -9.4324 4.1308 -19.1009 0.1 0.0 0.5
P -9.4034 4.9119 -17.6923 0.5 -0.3 -1.0
S -11.3016 5.2808 -17.2054 0.1 0.7 0.2
S -8.7056 3.7998 -16.2171 -0.1 0.0 0.2
O -8.4601 6.1125 -18.1371 -0.4 0.2 0.1
C -8.3073 7.2333 -17.1925 -1.8 0.0 -0.1
C -9.1355 8.4671 -17.6711 0.4 -1.1 0.8
H -10.8848 1.4099 -20.4087 -0.4 -0.4 0.5
H -9.4297 2.0189 -20.9324 0.9 0.3 -0.3
H -10.9130 2.9525 -21.1162 0.2 0.5 0.1
H -9.5976 2.1318 -18.5097 0.8 -0.4 0.9
H -11.1534 2.9917 -18.5867 1.3 0.0 -0.4
H -7.2871 7.4804 -17.1647 1.4 0.1 -0.1
H -8.5984 6.8335 -16.2078 -0.1 0.6 -0.3
H -8.6913 8.9028 -18.5675 -0.3 -0.2 -0.1
H -9.1296 9.2302 -16.8875 0.1 -0.1 0.0
H -10.1719 8.1483 -17.8044 0.1 0.2 -0.3
C -15.2363 1.4414 -15.7782 -0.1 1.4 1.1
C -13.7826 1.8136 -15.9331 0.1 0.2 -0.3
S -13.4352 3.4452 -16.4150 1.0 0.0 0.4
C -12.7999 0.9139 -15.7101 0.5 -0.1 -0.7
C -13.1377 -0.5377 -15.4837 -0.1 -0.7 -0.6
S -11.0634 1.3501 -15.8418 -1.0 0.1 0.1
H -15.3396 0.9923 -14.7670 -0.3 0.2 -0.6
H -15.6344 0.7979 -16.5226 0.0 -1.0 -0.7
H -15.8713 2.3558 -15.8615 0.5 -0.6 0.4
H -13.8354 -0.9773 -16.2587 0.8 0.7 0.5
H -13.6623 -0.6689 -14.5331 0.3 -0.1 0.1
H -12.2059 -1.1245 -15.5024 -0.4 0.0 0.2
O -13.5752 1.0324 -12.7984 -0.7 0.4 0.5
C -14.4099 2.0084 -12.3379 -0.4 -1.1 0.6
C -15.5517 1.5295 -11.6601 -0.1 -0.1 0.1
C -16.4174 2.4166 -11.0299 1.1 1.0 -0.4
C -16.1966 3.8321 -11.1824 0.0 -1.4 -0.5
C -15.1382 4.2884 -11.9630 -0.3 -0.4 1.4
C -14.1812 3.3732 -12.4290 0.3 1.5 -1.0
C -13.0249 3.9435 -13.1906 -0.7 -2.1 -0.2
O -12.3772 3.0267 -13.9081 0.0 0.4 0.7
N -12.7267 5.1667 -13.2393 0.3 1.3 -0.3
N -11.5884 5.3442 -14.0566 -1.6 -1.6 0.2
C -11.0334 6.4970 -13.9328 1.7 1.9 0.4
S -11.9676 7.8780 -13.2932 -0.5 -0.5 0.2
C -10.9860 9.1784 -14.0439 0.7 -0.7 0.3
C -9.7151 9.5554 -13.3286 0.8 -1.0 0.3
S -8.5627 7.1468 -13.3901 0.0 0.0 0.2
H -12.9486 1.4885 -13.3744 0.6 0.2 -0.3
H -15.6898 0.4245 -11.6295 0.1 1.0 0.1
H -17.1711 2.0102 -10.3675 -0.3 0.2 -0.2
H -16.8611 4.5560 -10.7480 -0.3 0.0 0.2
H -14.9773 5.3708 -12.0513 0.1 -0.6 -0.2
H -11.5278 10.1022 -13.9654 -1.0 0.2 -0.4
H -10.7679 8.8660 -15.0758 -0.2 0.5 0.2
H -9.7794 9.6111 -12.2494 -0.6 -0.1 0.3
H -9.4747 10.5159 -13.6904 0.5 1.4 -0.3
O -8.5599 8.7857 -13.6293 0.3 0.3 -0.5
N -9.7746 6.6806 -14.3137 -0.6 -0.6 -0.8
O -8.9057 6.9570 -11.9785 0.0 0.0 0.1
I -13.3046 0.7536 -8.3702 0.8 0.3 -0.6
C -11.7197 1.2836 -9.7137 0.5 -0.4 -0.7
C -11.4909 2.6002 -10.1261 -0.4 0.1 0.2
C -10.6037 2.9333 -11.1349 0.0 -3.1 -0.1
C -9.9333 1.9041 -11.8726 -0.9 1.8 1.4
C -10.0980 0.6227 -11.4117 -0.1 -0.9 0.0
C -10.9722 0.2940 -10.3372 0.2 0.7 -1.1
C -9.2993 2.3433 -13.1734 0.4 -1.4 -0.1
O -8.3882 1.7284 -13.7060 -0.4 0.4 0.3
O -9.9240 3.3794 -13.6500 0.4 0.3 -0.6
H -12.1378 3.3576 -9.7429 -0.1 0.6 0.4
H -10.4679 3.8993 -11.4763 0.0 2.0 -0.4
H -9.6242 -0.1899 -11.9738 -0.2 0.2 0.3
H -11.1735 -0.7446 -10.2201 -0.1 -0.6 0.5
```
Positions in Å, forces in eV/Å.

Values from the calculation:
energy above the lowest of the compared OMol25 structures with the same formula, charge and spin = 0.0 kcal per mole
expectation value of S² = 0.778
M = 1033.640 Da
largest force on an atom = 3.10 eV/Å
multiplicity = 2
net charge = -1
HOMO-LUMO gap (spin up / spin down) = 6.4 / 6.8 eV
DFT total energy = -4831.7401 Eh


No. 3
C25H29MnN5 | ωB97M-V/def2-TZVPD

```
60
Properties=species:S:1:pos:R:3:forces:R:3
Mn 0.3480 0.3859 0.3654 0.1 0.0 0.0
C -1.8281 -1.8866 -0.3632 0.0 0.0 0.0
N -0.6849 -1.2673 -1.0245 0.0 0.0 0.0
C -1.0613 -0.7354 -2.3285 0.0 0.0 0.0
C 0.4163 -2.2264 -1.1573 0.0 0.0 0.0
C 1.7417 -1.5566 -1.4588 0.0 0.0 0.0
C 2.6282 -2.1767 -2.3335 0.0 0.0 0.0
C 3.8776 -1.6205 -2.5803 0.0 0.0 0.0
C 4.2164 -0.4324 -1.9468 0.0 0.0 0.0
C 3.3077 0.1793 -1.0872 0.0 0.0 0.0
C 2.0398 -0.3459 -0.8031 0.0 0.0 0.1
H -2.1710 -2.7787 -0.9146 0.0 0.0 0.0
H -2.6466 -1.1714 -0.3044 0.0 0.0 0.0
H -1.5570 -2.1573 0.6567 0.0 0.0 0.0
H -1.4323 -1.5351 -2.9908 0.0 0.0 0.0
H -0.1998 -0.2621 -2.7984 0.0 0.0 0.0
H -1.8452 0.0127 -2.2093 0.0 0.0 0.0
H 0.1694 -2.9785 -1.9279 0.0 0.0 0.0
H 0.4930 -2.7561 -0.2037 0.0 0.0 0.0
H 2.3444 -3.1013 -2.8316 0.0 0.0 0.0
H 4.5689 -2.1019 -3.2636 0.0 0.0 0.0
H 5.1854 0.0225 -2.1313 0.0 0.0 0.0
H 3.6077 1.1155 -0.6217 0.0 0.0 0.0
C -2.0811 2.8391 2.4219 0.0 0.0 0.0
C -3.0650 1.6713 2.3024 0.0 0.0 0.0
C -3.3206 1.3249 0.8326 0.0 0.0 0.0
C -2.6597 0.4735 3.1434 0.0 0.0 0.0
C -3.5593 0.0383 4.0983 0.0 0.0 0.0
C -3.2995 -1.0200 4.9691 0.0 0.0 0.0
C -2.0458 -1.6214 4.8713 0.0 0.0 0.0
C -1.0973 -1.2387 3.9409 0.0 0.0 0.0
C 0.2528 -1.9318 3.9972 0.0 0.0 0.0
C 0.5800 -2.7641 2.7539 0.0 0.0 0.0
C 1.3903 -0.9471 4.2907 0.0 0.0 0.0
C -1.3678 -0.1881 2.9568 0.1 0.0 0.0
N -0.5202 0.1269 2.0085 -0.1 0.0 0.0
H -2.4057 3.6876 1.8108 0.0 0.0 0.0
H -1.0939 2.5187 2.0908 0.0 0.0 0.0
H -2.0073 3.1674 3.4622 0.0 0.0 0.0
H -4.0234 2.0171 2.7133 0.0 0.0 0.0
H -2.3987 0.9801 0.3669 0.0 0.0 0.0
H -3.6771 2.2016 0.2812 0.0 0.0 0.0
H -4.0730 0.5354 0.7515 0.0 0.0 0.0
H -4.5143 0.5581 4.1753 0.0 0.0 0.0
H -4.0282 -1.3388 5.7060 0.0 0.0 0.0
H -1.7898 -2.4238 5.5637 0.0 0.0 0.0
H 0.1988 -2.6311 4.8433 0.0 0.0 0.0
H 0.7079 -2.0964 1.9030 0.0 0.0 0.0
H -0.2302 -3.4655 2.5338 0.0 0.0 0.0
H 1.5035 -3.3359 2.9009 0.0 0.0 0.0
H 1.4106 -0.1879 3.5084 0.0 0.0 0.0
H 2.3593 -1.4589 4.3189 0.0 0.0 0.0
H 1.2284 -0.4556 5.2535 0.0 0.0 0.0
N -0.2734 2.1818 -0.8698 0.0 0.0 0.0
C -0.7861 2.7473 -1.7392 0.0 0.1 0.1
C -1.4064 3.4323 -2.7919 0.0 0.0 0.0
C -2.0349 4.6761 -2.5715 -0.1 0.0 0.0
N -2.5583 5.6948 -2.4084 0.0 0.0 0.0
C -1.3905 2.8765 -4.0895 0.0 0.0 0.0
N -1.3790 2.4195 -5.1525 0.0 0.0 0.0
```
Positions in Å, forces in eV/Å.

Values from the calculation:
energy above the lowest of the compared OMol25 structures with the same formula, charge and spin = 0.0 kcal per mole
expectation value of S² = 8.769
M = 454.480 Da
largest force on an atom = 0.12 eV/Å
multiplicity = 6
net charge = -2
HOMO-LUMO gap (spin up / spin down) = 4.8 / 5.1 eV
DFT total energy = -2394.8094 Eh


No. 4
C25H29N3O4 | ωB97M-V/def2-TZVPD

```
61
Properties=species:S:1:pos:R:3:forces:R:3
C -2.1137 -3.8152 -0.5738 0.2 -0.1 -0.1
C -0.7487 -3.9485 -1.2369 -0.1 0.2 -0.1
C -0.0768 -2.5976 -1.4768 0.1 -0.2 0.2
H 0.7968 -2.7423 -2.1190 0.0 0.1 0.0
C 0.3746 -1.9292 -0.1760 -0.4 -0.1 -0.2
N 1.1209 -0.7124 -0.4493 -0.1 0.0 -0.1
C 0.4241 0.4257 -0.5809 0.1 0.0 -0.2
O -0.7975 0.4721 -0.4422 -0.1 0.0 -0.1
C 1.1470 1.6807 -0.9703 -0.1 0.3 -0.1
C 1.8321 1.7690 -2.1772 -0.1 0.0 0.1
C 2.3613 2.9736 -2.6047 0.0 0.0 -0.1
C 2.1942 4.1144 -1.8368 0.0 0.0 -0.1
C 1.4901 4.0506 -0.6493 -0.1 -0.1 0.1
C 0.9623 2.8416 -0.2136 0.3 -0.1 -0.2
N 0.1905 2.8089 0.9633 -0.1 0.5 -0.2
C 0.2316 1.7982 1.8620 -0.2 0.3 0.7
O 1.1701 1.0469 1.9988 0.1 -0.2 0.0
C -1.0428 1.6968 2.7100 0.2 -0.1 0.0
N -2.1522 1.3357 1.8560 0.1 0.2 0.4
C -2.5238 0.0138 1.6118 0.0 -0.2 0.2
O -2.0579 -0.9460 2.1669 0.0 0.0 0.0
C -3.6082 0.0951 0.6067 -0.4 0.4 -0.4
C -4.3862 -0.8909 0.0400 0.1 0.1 0.1
C -5.3346 -0.5042 -0.9028 0.0 -0.1 0.0
C -5.4934 0.8259 -1.2574 0.0 0.1 0.0
C -4.7137 1.8222 -0.6778 0.1 0.0 0.1
C -3.7765 1.4374 0.2573 -0.2 -0.7 -0.2
C -2.8026 2.2320 1.0311 0.0 0.2 0.2
O -2.5803 3.4234 1.0024 -0.1 0.0 -0.1
H -4.8332 2.8601 -0.9473 0.0 0.1 0.0
H -6.2345 1.0942 -1.9957 -0.1 0.0 0.0
H -5.9560 -1.2551 -1.3681 0.0 0.0 0.0
H -4.2609 -1.9247 0.3204 0.0 -0.1 0.0
H -1.2639 2.6518 3.1946 0.0 -0.1 0.0
H -0.9138 0.9052 3.4511 0.0 0.2 -0.1
H -0.6011 3.4451 0.9938 0.0 -0.2 0.0
H 1.3328 4.9374 -0.0540 0.0 0.1 0.1
H 2.6018 5.0569 -2.1702 0.0 0.1 0.0
H 2.8926 3.0241 -3.5431 0.0 0.0 -0.1
H 1.9246 0.8896 -2.7985 0.0 -0.1 0.0
C 2.5632 -0.8197 -0.4907 0.4 0.0 0.3
H 2.9766 0.1203 -0.8547 0.0 -0.2 0.0
H 2.8315 -1.6142 -1.1978 0.0 0.1 0.0
C 3.1831 -1.1082 0.8806 0.2 0.1 -0.3
C 4.7036 -0.9845 0.8318 -0.2 -0.1 0.2
C 5.3279 -1.2759 2.1906 0.0 0.1 -0.3
H 6.4093 -1.1675 2.1482 0.1 0.0 0.1
H 4.9397 -0.5874 2.9370 0.0 0.1 0.1
H 5.0966 -2.2903 2.5083 0.0 -0.1 0.1
H 4.9740 0.0265 0.5192 0.0 0.0 -0.1
H 5.1046 -1.6800 0.0893 0.1 0.0 -0.1
H 2.7756 -0.3957 1.5963 0.0 -0.1 0.0
H 2.9207 -2.1130 1.2157 0.0 0.0 0.1
H 1.0077 -2.6086 0.3938 0.0 0.0 0.0
H -0.4905 -1.6637 0.4327 0.1 -0.1 0.0
H -0.7674 -1.9285 -1.9940 0.0 0.1 -0.1
H -0.8688 -4.4553 -2.1978 0.1 -0.1 0.0
H -0.0986 -4.5688 -0.6155 0.1 -0.1 0.0
H -2.7679 -3.2047 -1.1929 -0.1 0.1 0.0
H -2.0255 -3.3485 0.4034 -0.1 0.1 0.2
H -2.5706 -4.7947 -0.4479 -0.1 0.0 0.1
```
Positions in Å, forces in eV/Å.

Values from the calculation:
energy above the lowest of the compared OMol25 structures with the same formula, charge and spin = 4.6 kcal per mole
M = 435.524 Da
largest force on an atom = 0.74 eV/Å
net charge = 0
HOMO-LUMO gap = 8.6 eV
DFT total energy = -1435.3803 Eh